Entry w
118
Properties=species:S:1:pos:R:3 method="wB97M-V/def2-TZVPD" smiles=COC[C@H](C)N.COC[C@H](C)N.COC[C@H](C)N.COC[C@H](C)N.COC[C@H](C)N.COC[C@H](C)N.OCCO.CO spin_multiplicity=1 gap_ev=9.34
C 7.772 10.376 10.093
O 9.059 9.798 10.344
C 9.507 8.824 9.383
C 8.839 7.462 9.397
C 8.995 6.625 10.682
N 9.269 6.538 8.361
H 7.762 10.856 9.115
H 7.499 11.139 10.823
H 7.049 9.572 10.229
H 9.351 9.277 8.404
H 10.535 8.490 9.524
H 7.771 7.676 9.392
H 8.305 5.788 10.577
H 8.639 7.185 11.547
H 10.005 6.449 11.052
H 8.814 5.640 8.449
H 8.907 6.894 7.488
C 7.454 11.521 15.188
O 7.755 10.365 15.911
C 8.257 9.371 15.022
C 8.888 8.174 15.867
C 9.264 6.993 15.051
N 7.944 7.658 16.855
H 8.282 11.774 14.525
H 7.177 12.340 15.852
H 6.568 11.338 14.579
H 7.359 9.145 14.447
H 8.936 9.833 14.305
H 9.762 8.531 16.414
H 9.746 6.222 15.652
H 9.991 7.287 14.293
H 8.368 6.647 14.536
H 8.426 7.070 17.519
H 7.555 8.486 17.282
C 15.324 8.609 12.225
O 15.138 9.482 13.301
C 16.011 10.605 13.330
C 15.981 11.207 14.746
C 14.587 11.654 15.182
N 16.862 12.331 14.842
H 15.583 9.112 11.294
H 14.502 7.941 11.968
H 16.151 7.924 12.414
H 17.007 10.208 13.131
H 15.646 11.331 12.604
H 16.424 10.464 15.408
H 14.008 12.194 14.433
H 14.586 12.204 16.123
H 14.043 10.748 15.451
H 16.621 13.101 14.236
H 16.670 12.689 15.767
C 10.469 13.015 10.027
O 11.438 13.464 11.010
C 12.278 14.570 10.673
C 13.228 14.946 11.881
C 14.145 16.080 11.512
N 14.053 13.799 12.193
H 10.949 12.241 9.429
H 10.141 13.863 9.426
H 9.739 12.442 10.598
H 12.940 14.307 9.848
H 11.695 15.426 10.333
H 12.664 15.343 12.724
H 13.484 16.920 11.295
H 14.663 15.806 10.593
H 14.817 16.294 12.343
H 14.535 13.457 11.373
H 13.519 12.942 12.201
C 14.810 11.741 9.482
O 15.469 12.948 9.892
C 16.870 12.963 10.185
C 17.698 13.454 8.992
C 19.221 13.674 9.029
N 17.031 14.602 8.555
H 14.860 10.870 10.136
H 14.966 11.410 8.455
H 13.735 11.916 9.440
H 17.027 13.697 10.976
H 17.198 12.026 10.636
H 17.592 12.723 8.190
H 19.705 12.748 9.339
H 19.616 14.408 9.732
H 19.609 13.897 8.035
H 16.043 14.468 8.716
H 17.298 15.358 9.169
C 10.558 11.766 16.905
O 10.648 11.850 18.325
C 9.434 11.575 18.998
C 9.702 11.559 20.563
C 8.479 11.110 21.428
N 10.158 12.918 20.919
H 11.208 12.406 16.308
H 9.567 12.043 16.547
H 10.697 10.727 16.605
H 8.828 12.405 18.636
H 9.071 10.618 18.621
H 10.619 10.981 20.680
H 8.786 10.961 22.464
H 8.090 10.163 21.053
H 7.670 11.834 21.531
H 10.961 13.250 20.404
H 10.624 12.835 21.811
O 12.503 11.476 12.351
C 11.468 10.653 12.793
C 11.736 9.174 12.797
O 12.630 8.821 13.921
H 12.069 12.197 11.889
H 11.193 11.067 13.763
H 10.683 10.757 12.043
H 12.102 8.903 11.808
H 10.806 8.625 12.945
H 13.513 9.181 13.819
C 15.098 7.556 15.828
O 13.929 6.849 15.649
H 14.830 8.597 16.009
H 15.612 7.144 16.696
H 15.709 7.547 14.926
H 13.234 7.355 15.221


Entry x
118
Properties=species:S:1:pos:R:3 method="wB97M-V/def2-TZVPD" smiles=COC[C@H](C)N.COC[C@H](C)N.COC[C@H](C)N.COC[C@H](C)N.COC[C@H](C)N.COC[C@H](C)N.OCCO.CO spin_multiplicity=1 gap_ev=9.29
C -3.920 3.326 1.821
O -3.131 2.139 1.799
C -3.927 1.012 2.048
C -3.323 -0.126 2.906
C -2.030 -0.612 2.249
N -4.347 -1.188 2.927
H -4.269 3.520 0.771
H -3.298 4.058 2.254
H -4.788 3.189 2.493
H -4.891 1.264 2.400
H -4.244 0.484 1.087
H -3.271 0.147 3.947
H -1.586 0.298 1.761
H -2.335 -1.191 1.391
H -1.420 -1.135 2.921
H -4.239 -1.805 3.757
H -4.284 -1.751 2.071
C 1.973 -1.074 6.290
O 2.802 -0.136 5.705
C 2.416 0.295 4.419
C 3.549 1.291 3.874
C 4.956 0.807 4.363
N 3.427 2.692 4.341
H 2.387 -1.505 7.220
H 1.718 -1.890 5.564
H 1.054 -0.614 6.635
H 2.446 -0.626 3.762
H 1.452 0.728 4.418
H 3.482 1.298 2.777
H 5.063 1.074 5.443
H 5.730 1.401 3.832
H 5.192 -0.249 4.240
H 3.510 2.708 5.351
H 2.416 3.038 4.208
C -6.791 1.117 -0.716
O -5.645 1.919 -0.991
C -4.738 1.272 -1.911
C -3.501 2.065 -1.986
C -3.049 2.170 -3.421
N -2.316 1.595 -1.170
H -7.246 1.546 0.169
H -6.423 0.136 -0.489
H -7.453 1.113 -1.551
H -4.598 0.303 -1.557
H -5.318 1.243 -2.842
H -3.771 2.971 -1.590
H -2.138 2.739 -3.342
H -3.700 2.533 -4.205
H -2.607 1.229 -3.846
H -1.856 0.707 -1.462
H -2.534 1.576 -0.176
C -5.097 -6.269 2.912
O -3.884 -6.266 2.262
C -3.896 -5.435 1.125
C -2.483 -5.233 0.696
C -1.883 -6.619 0.345
N -1.650 -4.557 1.696
H -5.862 -6.600 2.251
H -5.396 -5.220 3.070
H -5.094 -6.934 3.765
H -4.531 -5.879 0.361
H -4.352 -4.460 1.428
H -2.537 -4.566 -0.141
H -0.860 -6.524 -0.033
H -2.405 -6.996 -0.519
H -1.904 -7.327 1.166
H -1.464 -5.231 2.451
H -2.135 -3.758 2.228
C 4.428 3.992 0.377
O 4.723 2.628 0.144
C 6.075 2.266 0.080
C 6.286 0.868 -0.389
C 5.291 -0.111 0.212
N 7.628 0.349 -0.172
H 3.460 4.215 -0.113
H 5.046 4.697 -0.122
H 4.418 4.166 1.417
H 6.573 2.928 -0.640
H 6.579 2.406 1.082
H 6.067 0.884 -1.481
H 4.274 0.073 -0.113
H 5.366 -0.269 1.272
H 5.562 -0.995 -0.360
H 7.849 0.312 0.847
H 8.410 0.694 -0.731
C -1.122 -0.901 -6.200
O -0.142 -0.122 -6.820
C -0.183 1.254 -6.401
C 0.855 1.554 -5.341
C 0.904 3.003 -5.040
N 2.176 1.179 -5.829
H -0.786 -1.323 -5.242
H -1.311 -1.764 -6.823
H -2.077 -0.384 -6.018
H -0.019 1.820 -7.343
H -1.133 1.594 -5.990
H 0.590 0.968 -4.447
H 1.242 3.549 -5.908
H 1.690 3.163 -4.340
H -0.022 3.457 -4.736
H 2.137 0.223 -6.239
H 2.906 1.263 -5.117
O 0.055 2.074 0.665
C 1.170 1.134 0.548
C 0.847 -0.189 -0.163
O 0.484 0.078 -1.492
H -0.334 2.155 -0.208
H 1.983 1.588 -0.024
H 1.483 1.023 1.621
H 0.058 -0.707 0.298
H 1.839 -0.767 -0.122
H 1.239 -0.019 -2.000
C 3.767 -0.826 -3.168
O 3.061 0.314 -2.627
H 4.585 -0.519 -3.870
H 4.178 -1.395 -2.316
H 3.064 -1.462 -3.702
H 3.626 0.659 -1.936


The structure with the greatest stability is entry x.